ORCA calculation (ωB97M-V/def2-TZVPD) on a structure of composition C34H45CdClN2O7Si3 in a non-equilibrium geometry.

Geometry as ORCA input:
```
! wB97M-V def2-TZVPD RIJCOSX def2/J DEFGRID3
* xyz -2 1
Si -0.9875 -3.4941 -0.6315
H 0.8708 -3.2226 1.0296
H 4.4277 0.8786 0.9734
H -1.8511 -4.8659 -2.5554
H 1.9990 0.4107 -3.9087
C -3.0868 1.8596 1.0610
H -0.6808 0.7935 -3.7190
H -0.1169 -5.1107 -2.3487
H -3.3058 0.8154 1.2791
C 1.5320 -1.9848 3.8174
H -1.7408 -0.9151 2.1670
C 1.9602 0.8502 -2.9034
O 0.3185 3.6399 2.2191
H 4.8962 -2.0853 4.1948
H -4.1348 -1.8772 -1.8172
H 3.5591 5.6971 -2.1192
O -0.8207 5.3247 3.1466
H 1.1531 1.5851 -2.8706
H -2.6078 -2.8998 -4.0117
C 3.4266 1.3122 0.8827
C 2.6388 -0.3157 2.3732
O -3.0522 1.7366 4.4316
H 1.0028 -1.6564 -4.4867
C -2.3112 1.9365 3.4593
C 1.4495 -0.9881 2.8142
H -2.8690 -4.4659 0.7339
H 1.3700 4.6472 -1.6516
N 2.4465 0.7647 1.5159
C -2.9105 2.7659 2.2960
C -0.5569 -1.9610 -1.5216
O 1.7902 -0.1238 -1.9117
C -1.8510 3.4136 0.2424
H 2.5836 -2.3044 -4.0173
H -1.2601 -5.9574 -1.2886
C 2.7930 -2.3771 4.3108
H 4.7734 -0.2826 2.5613
H -2.9790 3.4330 -1.6090
C 3.8515 -0.7527 2.8751
H -4.9295 2.9273 0.5838
C 0.1957 -4.0381 0.7684
H 3.4876 -2.4212 -1.3241
H -0.9451 3.7449 -0.2530
C -2.0523 3.9218 1.6860
H -3.5077 -3.3868 -0.5077
C -3.1537 3.6204 -0.5486
C 2.1432 3.0194 -0.4785
C -0.8597 -2.1471 3.7115
H 5.5170 2.6377 0.1179
C -2.6992 -3.5182 0.2128
Cd 0.2797 1.5926 1.5206
C 3.9245 -1.7805 3.8248
C 4.6028 3.0723 -0.2710
H -3.5034 -0.7453 -0.6148
H 2.9030 1.3783 -2.7241
O 1.0091 2.4818 -0.3499
C 3.4907 4.7936 -1.5270
H -4.3921 1.8101 -0.6841
C 3.3704 2.4714 0.0512
C -2.2479 -1.8783 -4.1702
C -1.0640 -5.0121 -1.8096
N 0.2727 -0.6434 2.2455
C 2.4874 -2.5498 -0.9018
H -1.8065 -2.5485 4.0440
C -0.8293 -1.2079 2.6705
H 0.3391 -3.2620 5.0852
Si -1.8317 -1.0672 -2.4739
C -3.5691 -0.9518 -1.6860
H 2.4928 -2.1246 0.1052
C 0.3183 -2.5365 4.2802
H -3.0256 -1.3273 -4.7128
H 0.8096 -4.8973 0.4837
H 2.8496 -3.1455 5.0728
H -0.9344 1.2055 -2.0145
H 1.1247 -3.3015 -3.8778
H -2.2764 1.3111 -3.1678
C -1.3900 0.7332 -2.8888
C -4.0579 2.5248 0.0678
C 2.2833 4.2120 -1.2645
H 2.2879 -3.6215 -0.8184
H -1.3648 -1.9412 -4.8121
H -3.8714 3.1280 2.6542
H -0.3561 -4.3084 1.6719
C -0.7382 4.3223 2.4293
H -2.7775 -2.7137 0.9491
C 4.6632 4.2050 -1.0310
H -2.6359 4.8409 1.6839
Cl 6.2134 4.9425 -1.3898
O -1.8311 1.9772 0.3806
Si 1.1898 -1.6667 -1.9689
H -4.1454 -0.1468 -2.1517
C 1.5181 -2.2898 -3.7568
H -3.5486 4.6286 -0.4268
O -1.1488 1.4522 3.2927
*
```

Gap between HOMO and LUMO ... 5.38 eV

ORCA calculation (ωB97M-V/def2-TZVPD) on a cluster of 3 separate species, C24H42F9O4PS2 in total in a non-equilibrium geometry.

Geometry as ORCA input:
```
! wB97M-V def2-TZVPD RIJCOSX def2/J DEFGRID3
* xyz 0 1
H -3.1711 -5.6024 -3.4917
H -1.3485 -3.4848 -0.8424
C 4.7162 2.2393 3.3481
F -4.1412 2.1391 1.2510
H 0.1777 3.1773 -1.8500
F -5.8787 1.3065 -3.3743
C -2.5549 0.3219 0.1838
H 3.9877 1.9790 4.1260
C 3.7130 -0.9586 -2.0040
H 3.8968 0.7834 1.9982
O 2.3346 0.6670 -3.6020
F -4.0908 -0.0666 2.1123
O -0.0367 -0.1786 -1.7578
F -4.3838 -0.3133 -2.4637
H -3.5652 -7.3623 -2.0266
H 4.2725 3.0712 2.7887
C 6.6339 1.6954 4.9361
H 6.7303 3.0463 3.2640
C -4.0434 0.6983 0.8054
C -2.8692 -4.7316 -2.8979
C -0.8314 -3.6781 -1.7878
H -1.7253 1.0880 2.1611
C -3.8480 -4.5462 -1.7321
H 5.1824 0.1566 3.0068
H 6.9388 0.7990 4.3866
C 5.8764 1.2176 1.2710
P -0.8767 2.7898 0.5140
H 6.2047 2.3876 -0.5112
H -0.7349 2.7783 3.4910
H -0.8131 -5.0706 -3.4094
C -4.2591 -7.0159 -1.2558
H -3.7880 5.9010 -0.9069
H 5.4484 3.2988 0.7976
H -2.4652 0.4737 -0.9718
H -0.9129 -2.7852 -2.4150
F -4.4261 2.0656 -1.6514
S -1.4347 3.4840 2.4971
H 0.9365 3.7056 2.0983
H 5.7660 3.6214 4.6098
H 6.8806 1.4128 1.6620
C -1.3072 1.0104 1.0454
H -2.8566 -5.7525 -0.2206
C 5.4784 2.3229 0.3053
H -5.2619 -6.9646 -1.6893
C 0.9232 3.3991 0.9446
F -6.8095 -0.3998 -1.9897
H 1.7214 2.5249 0.8571
H -0.3667 0.2814 1.1372
C 2.6382 0.2639 -2.3621
O 2.0317 0.9419 -1.1943
F -6.5539 0.5330 0.7297
C -5.3146 0.1658 -0.0492
H 1.7026 4.5933 -1.0056
C -0.3841 2.3034 -1.2619
H -3.6377 -3.5966 -1.2269
C 4.8796 1.0305 2.4187
S -5.5238 0.7685 -1.7847
H -1.2688 -5.7832 -1.8744
C -2.0956 4.0635 -0.2192
F -5.2661 -1.3427 -0.1001
C 0.5744 0.9809 -1.3905
H 4.1498 -0.6683 -0.9317
O 1.3646 6.0050 0.6131
H 7.5268 2.1107 5.4126
H 4.5454 -0.9380 -2.8268
C -2.9966 5.0432 -0.6917
H 4.4957 2.1244 -0.1319
H 0.2267 -3.8362 -1.5595
F -6.7671 1.8653 -1.2306
H -4.8604 -4.4494 -2.1438
H -2.4320 -0.8513 0.3671
H 5.9413 0.2748 0.7119
C -1.4005 -4.8948 -2.4999
H -1.4022 2.1519 -1.8667
C 6.0025 2.7291 4.0173
H -2.9624 -3.8665 -3.5661
C -3.8430 -5.6676 -0.6888
C 1.3495 4.7625 0.1221
H -4.2725 -7.7692 -0.4615
H 3.1396 -1.9796 -1.9100
H 5.9368 1.3967 5.7248
H -4.5426 -5.3972 0.1131
*
```

Gap between HOMO and LUMO ... 6.56 eV
Structure (SMILES) ... C#CP(S)(CC=O)(CCC(F)(F)C(F)(F)S(F)(F)(F)(F)F)CC(=O)OC(C)=O.CCCCCC.CCCCCC

ORCA calculation (ωB97M-V/def2-TZVPD) on a cluster of 40 separate species, H80O40 in total in a non-equilibrium geometry.

Geometry as ORCA input:
```
! wB97M-V def2-TZVPD RIJCOSX def2/J DEFGRID3
* xyz 0 1
H -0.2645 -0.5978 6.0416
O 1.2744 -2.8750 -2.4471
H -1.0099 1.1281 4.9144
H 2.7725 -0.0497 6.0508
O -5.6272 2.7814 0.3581
O 0.1171 -0.6074 0.4783
H -2.0834 -2.6721 0.9247
H 0.1963 -5.6800 -2.1018
H 3.5611 -4.8835 -3.2726
O -1.9329 5.7766 -1.0800
H 3.8651 0.3945 0.2981
H -3.4169 -4.8357 1.8617
O 0.9443 3.2176 -1.7567
O 2.4984 -2.0982 1.1005
H -0.7319 3.2273 -4.8859
O -3.0104 3.2801 2.9332
H 0.6150 3.2678 -2.6556
H -1.6541 4.2819 -3.1388
O -1.5712 0.8215 5.6169
H -3.8155 3.0391 2.5517
O -2.6541 2.3358 0.5694
H 2.8818 4.2177 1.0821
H -2.6521 4.1336 2.6949
H -0.1326 0.9934 2.6124
H -0.7725 5.0985 2.6882
H 0.3534 3.6130 -1.1619
O -0.9779 4.8520 -3.4581
O -1.6622 -2.2717 1.7766
O 3.5950 0.5443 -1.4225
O -3.6016 -4.0870 2.4294
H 3.7661 2.5929 3.9357
O 1.7536 2.0689 0.2272
H -4.4488 -0.9528 0.8210
H 2.2054 0.7433 4.8884
H 0.3522 -2.6351 2.7615
O -4.6629 1.9333 -3.1293
H -4.0288 -4.3738 3.3055
O -1.0075 -5.5187 2.1557
H 0.9248 -1.1757 0.6559
O -1.4482 -1.4761 -5.5479
O 5.1838 2.4421 -2.7315
H -0.4295 -1.2956 -0.1505
H 1.9160 1.1633 -4.1557
H 5.5143 -2.6442 2.9293
H 0.5775 0.8822 -3.3690
H -1.2123 -0.1015 -1.2500
O 5.6599 -1.7668 3.2244
H 2.7214 -1.1602 1.1822
H -0.5211 -1.8995 -5.4999
H 4.5395 0.6748 -1.3952
O 2.6739 -4.8814 -3.5017
H -0.8342 -4.6193 -2.6862
H -3.5907 -4.5166 -0.1191
H 2.0143 -1.9720 5.8121
H -2.2126 1.8900 -0.1237
O -1.4645 5.2037 1.9764
H 3.0172 1.1349 -1.9833
H -0.9626 5.5898 -2.8896
H -0.4764 1.7233 -4.9598
H 5.5145 -2.8539 -0.9575
O 0.7734 -1.9871 3.3485
O 3.4120 4.4505 -2.4631
H -2.3150 6.6283 -0.9100
H -1.8072 1.6608 5.9558
H -1.8516 -5.5305 1.7130
H 1.8801 -2.7194 4.6084
H -2.1820 2.3400 1.3899
O -0.4115 -4.9247 -1.8449
H 5.4322 1.6243 -2.3645
H -4.2293 1.5018 -3.9364
H -3.0615 -0.8032 -2.1814
H -2.4040 -2.7009 2.2839
O 3.8990 1.6789 3.7542
O 5.2176 -3.5207 -0.2679
H -5.4031 2.4103 -3.4765
H -2.1022 -5.1082 -0.1466
H 2.1521 -3.1738 -2.8708
O -2.6840 -4.4221 -0.0740
O 1.4821 0.7830 -3.4816
H -4.7155 2.3229 0.5466
H 0.9299 1.5616 0.3336
H -1.5882 -1.0908 -6.5606
H 5.0725 -0.9974 3.0296
O -0.3148 1.8532 2.2914
H -0.8483 5.6542 1.3384
H -1.2431 -1.1164 -2.5881
H 2.4570 -2.3746 2.0818
H 1.8146 2.2052 -0.7022
H -3.5191 -1.0788 -5.6609
H 4.8640 3.2156 -2.3069
H -3.3062 0.1673 0.9578
O 2.2964 0.8202 5.8282
H -0.4336 -5.1106 1.4892
H 2.9230 4.2203 -3.2862
H 2.0961 -4.0800 -3.5784
O -4.2219 -0.9140 -4.9818
H 4.0809 1.2364 4.5900
H 3.0355 4.3342 2.5579
H 4.3854 -0.9587 0.6102
O 4.0096 -0.1353 1.0657
O 2.6150 -2.5139 5.2743
O -0.1007 2.5568 -4.5554
H -4.5886 -1.4669 -4.3276
H 1.4432 -1.9405 -2.3085
H -3.5778 -3.4211 -4.1190
H 0.4792 2.2380 2.0789
O -3.0320 -4.1910 -3.9908
H -0.0035 -1.4202 3.4662
H 4.4601 -2.9290 0.0098
H -2.1925 5.2289 -0.2955
O -3.5793 -0.7176 0.7093
H -5.5577 2.3647 -0.5590
O -3.3162 -1.7031 -1.8417
O -0.3369 -1.4952 5.9685
O 2.8205 4.8324 1.8296
H -2.9996 -4.3083 -3.0258
H -0.8171 -1.9280 5.3736
O -0.7206 -0.4690 -2.0480
H 2.6025 4.4123 -1.8839
H -3.3072 -1.5967 -0.8732
*
```

Gap between HOMO and LUMO ... 9.54 eV
ΔE to the lowest compared entry with this formula, charge and spin ... 305.4 kcal/mol

ORCA calculation (ωB97M-V/def2-TZVPD) on an isolated molecule of C7H14O in a non-equilibrium geometry.

Geometry as ORCA input:
```
! wB97M-V def2-TZVPD RIJCOSX def2/J DEFGRID3
* xyz 0 1
H 0.6172 0.9047 3.6405
H 1.0185 -0.6725 3.0512
C -0.3460 0.3906 1.7450
H 1.5413 0.2723 -4.1418
C -0.8539 -0.7150 -0.5350
H -0.1771 -0.6974 -3.2551
H -1.1371 2.3823 2.1018
H -1.3615 -1.5343 1.3688
H -1.8447 -0.2471 -0.5920
H 1.1707 -1.4394 -2.2905
H 1.7184 0.7852 2.3365
C -1.1247 1.4453 1.5497
C 0.1530 0.1494 -1.2887
H 0.3444 -1.5068 1.0394
O 1.5965 0.3486 -3.1786
H -1.0800 -1.6520 -1.0393
C 0.7952 0.3463 2.7161
H -1.8330 1.4154 0.7274
C 0.6382 -0.5347 -2.5658
H -0.3199 1.0783 -1.6234
H 1.0550 0.3812 -0.7373
C -0.5704 -0.9004 0.9712
*
```

Gap between HOMO and LUMO ... 10.24 eV
ΔE to the lowest compared entry with this formula, charge and spin ... 30.4 kcal/mol
Structure (SMILES) ... C=C(C)CCCCO

ORCA calculation (ωB97M-V/def2-TZVPD) on an isolated molecule of C5H11N.

Geometry as ORCA input:
```
! wB97M-V def2-TZVPD RIJCOSX def2/J DEFGRID3
* xyz 0 1
H -1.1901 -1.4832 -0.2367
N -0.0450 0.0256 0.8840
C 0.5936 0.6696 -1.2347
C -1.2689 -0.6619 0.5063
H 1.1814 -1.7596 0.9260
H 2.0137 -0.2487 1.2588
H 0.9185 -0.9025 2.4766
H 1.1489 1.7215 0.6161
C 0.3040 1.2146 0.1287
C 1.0550 -0.7687 1.3971
H -0.5508 1.9010 0.1549
C -0.3735 0.4644 -2.1234
H 1.5450 0.1433 -1.3015
H -1.2940 1.0394 -2.0819
H -0.3190 -0.3117 -2.8770
H -1.7033 -1.0717 1.4183
H -2.0156 0.0286 0.0883
*
```

Gap between HOMO and LUMO ... 9.09 eV
ΔE to the lowest compared entry with this formula, charge and spin ... 40.7 kcal/mol
Structure (SMILES) ... C=CCN(C)C

ORCA calculation (ωB97M-V/def2-TZVPD) on the ion C9H7N2O3S with charge +1 in a non-equilibrium geometry.

Geometry as ORCA input:
```
! wB97M-V def2-TZVPD RIJCOSX def2/J DEFGRID3
* xyz 1 3
C -2.5918 0.2116 1.4720
C 3.7079 1.0542 -0.6959
H -2.9949 0.9148 -1.6409
C 1.6428 1.1282 -0.0171
C -2.6237 0.4296 -0.8501
H 3.6170 -1.1905 -1.1509
H -4.2713 1.0402 0.6019
C -0.8737 -0.6644 0.1387
C -1.3766 -0.4527 1.4113
C -1.3711 -0.0739 -0.9947
N 2.7937 1.8165 -0.1707
H -0.8639 -0.7989 2.3309
O 0.6549 -2.4310 -1.0482
C 3.1152 -0.3414 -0.7331
H -3.0547 0.3859 2.4062
O 0.5807 1.5607 0.3051
C -3.2781 0.5889 0.3608
N 1.8709 -0.3148 -0.3980
S 0.5890 -1.6223 0.0912
O 0.9870 -2.0604 1.3640
H -0.9337 -0.4101 -1.9326
H 4.6741 1.2297 -0.8499
*
```

Gap between HOMO and LUMO (alpha / beta) ... 8.19 / 5.33 eV
Expectation value of S² ... 2.017

ORCA calculation (ωB97M-V/def2-TZVPD) on a cluster of 5 separate species, C29H41B2F32N4O7 in total.

Geometry as ORCA input:
```
! wB97M-V def2-TZVPD RIJCOSX def2/J DEFGRID3
* xyz 1 1
H -0.3729 7.4395 -2.5687
C -3.9800 0.0081 0.8086
C 9.8612 -1.9006 -1.0631
F 10.6651 0.2560 -1.6585
F 13.4544 0.7322 1.3074
C 11.1819 -2.6515 -0.8260
C 2.3010 1.3444 -0.6754
H 10.1750 -1.0823 -3.0522
H -2.7526 -2.5248 -2.7303
H 6.1549 -0.4228 -3.4239
C -10.0012 0.7172 5.6327
C 2.7959 -4.0204 -4.2194
F 8.9923 -2.8186 -1.6005
F -2.1703 0.6965 2.1283
C 1.5967 -3.1017 -1.4088
F -14.8548 -0.0947 7.1682
H 2.1773 7.3576 -3.1880
F -12.8018 -1.2221 5.7940
H -1.9663 -1.2330 -2.0893
C 5.4180 -1.2174 -3.3654
C 2.0833 -0.7044 -2.1494
H 6.7057 -1.8866 -1.2992
C -4.9765 -1.0695 0.3513
H 10.8806 -3.6838 -0.6561
H 2.0653 -3.1822 -0.4406
H -2.3860 -1.2238 1.6215
O 4.2899 -3.5999 -1.5101
H 1.5946 -4.1034 -1.8289
H 3.6443 -3.9572 -4.8982
F -0.7517 2.7774 -1.2730
N 4.8033 -1.2213 -2.0189
C 12.8582 -1.3132 0.3309
F -13.3855 1.4311 6.6042
H 2.6511 -0.4345 1.0711
F -6.1995 0.2989 3.3533
H 2.9967 -4.7212 -3.4174
F 8.5960 -0.2466 -2.1458
O 11.9162 -2.3155 0.3306
H 1.0561 -0.5331 -2.4637
C -10.8050 1.1451 4.4011
F -7.7015 -2.4203 1.7479
F -9.1976 1.7448 5.9939
F 2.0803 5.5046 -2.4370
C -0.5645 3.9670 -0.6380
C -7.1708 -0.5799 3.0466
F -0.5822 5.0466 -2.7570
H -0.5781 8.2516 -1.0364
F -14.6845 -1.2025 4.7043
C -1.1122 5.0943 -1.5186
F 13.0535 -0.7993 -0.8983
N -2.0557 -2.2422 -2.0523
C -2.9926 -0.3629 1.9188
H 5.0461 -3.9391 -2.0127
N 2.4922 -0.9439 0.2031
C 9.8640 -0.7406 -2.0615
C -14.3195 0.5843 6.1295
O -13.1279 0.2153 4.0820
F -4.6346 1.1396 1.1272
C -13.6815 -0.4211 5.1646
C 2.2881 6.8265 -2.2392
F 0.7595 4.1263 -0.4378
H -0.8528 -3.8791 -2.6098
H 2.2653 1.8342 -1.6440
C 5.8620 -1.2714 -0.9909
N 2.4416 -2.1555 -2.2733
H -4.5582 -2.0706 0.4575
C 12.5020 -0.2225 1.3470
H 2.7035 -0.1373 -2.8334
B 3.9268 -2.3565 -1.8983
F -2.4395 4.8690 -1.6383
O -6.2928 -0.9892 0.8583
C 0.1588 -2.6690 -1.1674
H -11.3826 -0.9048 3.9049
F 1.5633 6.7988 0.0044
H -5.0969 -0.8937 -0.7164
O -0.2791 -3.5177 -0.1115
C -0.1815 7.3505 -1.4994
H -1.0783 3.9483 0.3242
H 11.8065 -2.6522 -1.7197
F -5.6753 -2.3638 2.5401
F -3.1886 0.2819 -0.2760
H 3.1594 1.7089 -0.1221
C -11.7537 0.1119 3.7705
H 5.4877 -1.6743 -0.0548
F -3.6325 -0.6362 3.0683
F 1.6547 8.7029 -1.0775
O 1.8559 -1.7295 -4.6746
C -0.7499 -2.8204 -2.3763
H -11.7127 0.3207 2.7027
H 0.8942 -1.6779 -4.7512
F -10.8174 0.4331 6.6647
O -0.9423 6.3060 -0.9135
H -0.9380 -4.1417 -0.4397
F 11.3165 0.3384 1.0273
F -11.4697 2.2867 4.6566
H 1.3865 1.6194 -0.1553
C 2.3226 -0.1522 -0.7753
H -9.3791 -0.1530 5.4068
H -0.3146 -2.3368 -3.2611
F 14.0246 -1.8545 0.7371
F 3.5533 6.9861 -1.7940
H 6.2370 -0.2711 -0.7949
H 5.9485 -2.1539 -3.5751
H -15.0993 1.1525 5.6188
C -6.6611 -1.6032 2.0281
C 1.3249 7.3868 -1.1875
H 1.9685 -4.4154 -4.8098
H 12.4438 -0.6471 2.3509
F 9.3374 -1.4896 0.1086
H -8.0322 -0.0408 2.6480
H 4.6685 -1.0434 -4.1374
B 2.3358 -2.6091 -3.7621
F -9.8633 1.4248 3.4418
H 0.0834 -1.6611 -0.7673
F -7.5326 -1.2332 4.1796
*
```

Gap between HOMO and LUMO ... 9.64 eV

ORCA calculation (ωB97M-V/def2-TZVPD) on an isolated molecule of C5H6O in a non-equilibrium geometry.

Geometry as ORCA input:
```
! wB97M-V def2-TZVPD RIJCOSX def2/J DEFGRID3
* xyz 0 1
C 0.4423 0.6127 0.6200
C -1.1061 -0.3980 -0.7106
H -1.9694 -1.1082 -0.7862
C -0.1014 -0.7543 0.3614
C 1.3604 -0.3256 -0.0847
H -0.7036 -0.2966 -1.7166
H 2.3511 -0.4578 0.3909
H 1.4296 -0.3882 -1.1619
O -1.2604 2.3237 0.3111
H -0.4450 -1.3834 1.1832
H 0.7593 0.8824 1.6224
C -0.7568 1.2934 -0.0290
*
```

Gap between HOMO and LUMO ... 10.14 eV
ΔE to the lowest compared entry with this formula, charge and spin ... 68.2 kcal/mol
Structure (SMILES) ... O=C1C[C@H]2C[C@@H]12

ORCA calculation (ωB97M-V/def2-TZVPD) on an isolated molecule of C3H6O4S2 in a non-equilibrium geometry.

Geometry as ORCA input:
```
! wB97M-V def2-TZVPD RIJCOSX def2/J DEFGRID3
* xyz 0 1
C 2.9072 1.0754 0.2097
S 0.4593 0.2493 0.9647
O -1.1499 0.4868 0.8659
H 2.5147 1.6759 1.1009
C 1.9617 1.2435 -0.9677
H -2.9449 -1.6975 -1.4881
S -2.1080 0.3000 -0.4754
H 2.7501 0.0024 0.4241
O -3.3857 0.8190 -0.0870
H -2.9208 -1.8561 0.3999
O 0.7185 -1.1435 0.9318
O 0.7718 1.0173 -0.6620
C -2.2669 -1.5270 -0.5344
H 4.0198 1.2806 -0.1049
H -1.3269 -1.9260 -0.5776
*
```

Gap between HOMO and LUMO ... 8.33 eV
ΔE to the lowest compared entry with this formula, charge and spin ... 76.7 kcal/mol